56
Properties=species:S:1:pos:R:3:nbo_charge:R:1 method="wB97M-V/def2-TZVPD" total_charge=0 homo_lumo_gap_ev="5.04 / 5.11" spin_multiplicity=2 s2=0.83 homo_ev="-6.4 / -6.4" relative_energy_kcal_mol=42.7 fmax_ev_per_a=4.4
Ti 0.12 -0.06 1.00 1.10
C 2.52 -2.92 1.25 -0.24
O 2.12 -1.68 1.81 -0.55
C 2.27 -1.66 3.22 -0.08
C 2.22 -0.24 3.73 -0.07
O 1.05 0.41 3.27 -0.57
C 0.61 1.50 4.08 -0.08
C -0.89 1.42 4.34 -0.08
O -1.60 1.38 3.12 -0.55
C -2.99 1.62 3.30 -0.24
H 3.57 -3.10 1.46 0.19
H 1.92 -3.74 1.66 0.19
H 2.35 -2.87 0.18 0.19
H 1.48 -2.27 3.69 0.20
H 3.24 -2.08 3.50 0.19
H 2.23 -0.26 4.82 0.20
H 3.11 0.31 3.38 0.20
H 1.09 1.46 5.06 0.19
H 0.87 2.45 3.60 0.23
H -1.13 0.51 4.90 0.18
H -1.19 2.30 4.92 0.19
H -3.44 0.82 3.88 0.18
H -3.15 2.59 3.77 0.19
H -3.43 1.65 2.30 0.20
Te -0.44 2.50 0.40 0.05
Te -0.55 4.87 1.55 -0.47
Te 1.60 2.64 -1.37 -0.02
Te 2.59 1.11 0.66 -0.28
F -2.00 -0.60 1.19 -0.57
P -1.75 -2.14 1.83 2.61
F -2.61 -2.73 0.65 -0.54
F -0.77 -1.38 2.92 -0.55
F -3.00 -1.92 2.79 -0.55
F -1.41 -3.55 2.46 -0.55
F -0.38 -2.25 0.88 -0.57
S -0.57 -1.51 -5.33 0.27
C -0.46 -1.15 -3.59 -0.07
C 0.71 -1.40 -2.89 -0.25
C 0.81 -0.99 -1.58 0.10
N -0.17 -0.34 -0.92 -0.63
C -1.32 -0.15 -1.60 0.10
C -1.51 -0.54 -2.90 -0.26
C -0.29 0.18 -5.87 -0.14
C -1.33 1.09 -5.93 -0.25
C -1.03 2.39 -6.31 0.04
N 0.20 2.80 -6.62 -0.40
C 1.18 1.91 -6.57 0.05
C 1.00 0.59 -6.20 -0.26
H 1.54 -1.90 -3.37 0.24
H 1.72 -1.15 -1.03 0.24
H -2.12 0.35 -1.07 0.24
H -2.46 -0.36 -3.38 0.24
H -2.34 0.79 -5.70 0.23
H -1.81 3.14 -6.36 0.20
H 2.17 2.28 -6.84 0.20
H 1.83 -0.10 -6.17 0.23